{
  "formula": "C31H56BrN4OP3Sr",
  "method": "the ωB97M-V functional and the def2-TZVPD basis",
  "elements": ["C", "C", "C", "C", "N", "C", "C", "C", "C", "C", "C", "C", "C", "C", "Sr", "P", "H", "H", "H", "H", "H", "H", "H", "H", "C", "C", "H", "H", "H", "H", "H", "C", "C", "H", "H", "H", "H", "H", "C", "C", "H", "H", "H", "H", "H", "Br", "P", "C", "C", "H", "H", "H", "H", "H", "C", "C", "H", "H", "H", "H", "H", "C", "C", "H", "H", "H", "H", "H", "C", "N", "C", "P", "O", "N", "C", "C", "N", "C", "C", "H", "H", "H", "H", "H", "H", "H", "H", "H", "H", "H", "H", "H", "H", "H", "H", "H", "H"],
  "xyz": [[5.3058, -2.7637, 0.9506], [5.0191, -1.4800, 0.4576], [6.1244, -0.6909, 0.0787], [7.4114, -1.2459, 0.0934], [7.6466, -2.4917, 0.5147], [6.6270, -3.2378, 0.9369], [3.6382, -1.0594, 0.2121], [2.6114, -1.0150, -0.5149], [1.5339, -0.9152, -1.4368], [0.4386, -1.8241, -1.3816], [-0.7329, -1.5527, -2.0573], [-0.8734, -0.2977, -2.7112], [0.3178, 0.4093, -3.0461], [1.5073, 0.1103, -2.4189], [1.9021, 0.1377, 1.4272], [-2.3929, 0.0256, -3.6788], [6.0197, 0.3450, -0.2626], [4.5057, -3.4096, 1.3224], [8.2798, -0.6689, -0.2507], [6.8496, -4.2525, 1.2938], [2.4092, 0.6931, -2.6369], [0.4989, -2.6885, -0.7231], [0.2807, 1.2518, -3.7324], [-1.5815, -2.2460, -2.0466], [-3.5875, 0.7699, -2.5384], [-4.4999, 1.8706, -3.0475], [-2.9514, 1.1919, -1.7238], [-4.1508, -0.0687, -2.1025], [-5.1029, 2.2511, -2.2114], [-3.9138, 2.7164, -3.4282], [-5.1759, 1.4860, -3.8228], [-1.9988, 1.1154, -5.0559], [-1.0969, 0.4539, -6.1063], [-1.5096, 1.9975, -4.6183], [-2.9478, 1.4565, -5.5013], [-0.8741, 1.1770, -6.9032], [-0.1362, 0.1390, -5.6788], [-1.5887, -0.4158, -6.5671], [-3.1508, -1.4501, -4.3984], [-4.3537, -1.1745, -5.3125], [-3.4483, -2.0947, -3.5579], [-2.3626, -1.9781, -4.9577], [-4.7599, -2.1294, -5.6698], [-5.1626, -0.6508, -4.7843], [-4.0814, -0.5835, -6.1969], [-1.2235, 1.0316, -0.4018], [1.9666, 3.6324, 0.5016], [0.9274, 3.6857, -1.0213], [0.2367, 5.0191, -1.2739], [0.1577, 2.8904, -0.8897], [1.5624, 3.4205, -1.8801], [-0.3735, 4.9422, -2.1813], [-0.4382, 5.2938, -0.4568], [0.9544, 5.8308, -1.4301], [0.6962, 3.3486, 1.7835], [0.4633, 4.6089, 2.6280], [1.0251, 2.5316, 2.4496], [-0.2237, 3.0524, 1.2614], [-0.3038, 4.4121, 3.3871], [1.3772, 4.9107, 3.1503], [0.1264, 5.4646, 2.0311], [3.0083, 2.1986, 0.0971], [4.1735, 2.5303, -0.8435], [2.3522, 1.4682, -0.4283], [3.4248, 1.8379, 1.0669], [4.9015, 1.7163, -0.7887], [3.8336, 2.5850, -1.8828], [4.6835, 3.4598, -0.5621], [0.0182, -4.1682, 2.7535], [-0.6702, -3.3296, 3.7438], [-1.7492, -4.0400, 4.4422], [-0.8136, -1.7092, 3.4258], [0.3505, -1.3029, 2.5473], [-2.2647, -1.2857, 2.7499], [-3.4678, -1.0564, 3.5468], [-2.5451, -1.7945, 1.4002], [-0.8803, -0.9628, 4.9167], [0.0914, -1.4250, 5.9210], [-1.0196, 0.5060, 4.9134], [0.2731, -5.1156, 3.2417], [0.9446, -3.6813, 2.4149], [-0.6241, -4.3690, 1.8795], [-1.3444, -5.0126, 4.7532], [-2.0662, -3.4945, 5.3395], [-2.6158, -4.2046, 3.7763], [-4.0186, -0.2073, 3.1187], [-4.1416, -1.9230, 3.5090], [-3.2140, -0.8394, 4.5912], [-1.6846, -1.6098, 0.7466], [-2.7980, -2.8728, 1.4098], [-3.3849, -1.2183, 0.9897], [1.0423, -0.8698, 5.8527], [-0.3396, -1.2727, 6.9207], [0.2842, -2.4912, 5.7847], [-0.0307, 0.9915, 4.9704], [-1.5408, 0.8647, 4.0152], [-1.5912, 0.8097, 5.8029]],
  "charge": 2,
  "e_lumo_ev": -6.794,
  "e_above_lowest_kj_mol": 0.00,
  "homo_ha": -0.461,
  "gap_ev": 5.76
}